Computed, not measured: the ion CHN2 with charge +1, with ωB97M-V/def2-TZVPD.

ORCA input file:
```
! wB97M-V def2-TZVPD RIJCOSX def2/J DEFGRID3
* xyz 1 1
C 0.03498 0.03971 0.31028
N 0.31504 -0.91568 -0.58137
N -0.07361 0.46323 -0.92909
H -0.27641 0.41274 1.20018
*
```

Computed properties:
E: -147.722265 hartree
relative energy (zero: lowest compared OMol25 entry of this formula, charge and spin): 56.18 kJ/mol
E_HOMO: -21.36 eV
LUMO: -9.9 eV

---

Computed, not measured: a cluster of 2 separate species, CHN2O2P in total, with ωB97M-V/def2-TZVPD.

ORCA input file:
```
! wB97M-V def2-TZVPD RIJCOSX def2/J DEFGRID3
* xyz 0 1
C -2.37317 1.55705 -0.04142
N -2.36746 2.54581 0.56435
N -2.81421 -0.97674 0.10201
O -2.22728 -2.03314 0.08550
O -3.78379 -0.69775 0.76363
P -2.21179 0.22359 -1.11585
H 0.76672 0.64313 0.35384
*
```

Computed properties:
E: -639.791477 hartree
relative energy (zero: lowest compared OMol25 entry of this formula, charge and spin): 336.00 kJ/mol
E_HOMO (alpha / beta): -11.38 / -10.37 eV
LUMO (alpha / beta): -3.2 / -0.6 eV

---

Computed, not measured: a cluster of 2 separate species, CHN2O3 in total, with ωB97M-V/def2-TZVPD.

ORCA input file:
```
! wB97M-V def2-TZVPD RIJCOSX def2/J DEFGRID3
* xyz 1 1
C -1.19598 -1.37021 -0.10457
N 0.64352 -0.95552 0.77480
N 1.30681 -0.95074 -0.12744
O -1.72988 -1.24088 0.89966
O 1.94278 -1.15397 -1.01172
O -0.91894 -1.49613 -1.21460
H 0.07558 -0.65377 1.56760
*
```

Computed properties:
E: -373.491512 hartree
relative energy (zero: lowest compared OMol25 entry of this formula, charge and spin): 175.84 kJ/mol
E_HOMO: -18.21 eV
LUMO: -6.8 eV

---

Computed, not measured: the ion CHN2O3P with charge -2, with ωB97M-V/def2-TZVPD.

ORCA input file:
```
! wB97M-V def2-TZVPD RIJCOSX def2/J DEFGRID3
* xyz -2 1
O 0.50464 0.06524 -2.52867
P 0.00526 1.24830 -1.74661
O -1.49838 1.14540 -1.45106
O 0.55641 2.62010 -2.22134
C 0.90619 1.17820 -0.02030
N 0.23251 0.84461 1.28048
N 1.13471 0.10713 0.84704
H 1.52174 2.07877 0.08872
*
```

Computed properties:
E: -715.267317 hartree
relative energy (zero: lowest compared OMol25 entry of this formula, charge and spin): 314.12 kJ/mol
E_HOMO: 0.95 eV
LUMO: 7.8 eV

---

Computed, not measured: a structure of composition CHN2O4, with ωB97M-V/def2-TZVPD.

ORCA input file:
```
! wB97M-V def2-TZVPD RIJCOSX def2/J DEFGRID3
* xyz -1 1
C 1.23104 -0.64433 0.09469
N -0.23884 -0.05782 -0.48399
N -0.92866 0.88751 0.12900
O 1.13928 -0.81311 1.26955
O 1.99710 -0.82804 -0.78920
O -0.34342 1.91771 0.33233
O -2.11258 0.70428 0.38042
H -0.74392 -1.16622 -0.93279
*
```

Computed properties:
E: -449.111671 hartree
relative energy (zero: lowest compared OMol25 entry of this formula, charge and spin): 151.91 kJ/mol
E_HOMO: -5.16 eV
LUMO: 4.1 eV

---

Computed, not measured: the ion CHN2O4 with charge -1, with ωB97M-V/def2-TZVPD.

ORCA input file:
```
! wB97M-V def2-TZVPD RIJCOSX def2/J DEFGRID3
* xyz -1 1
O -2.22155 -0.02096 0.00045
C -1.57162 0.98980 0.00025
O -1.71614 2.17161 -0.00019
N 0.01688 0.51182 -0.00025
N 1.18954 1.09198 -0.00019
O 1.27789 2.30421 0.00016
O 2.17687 0.34964 0.00044
H 0.07550 -0.50115 -0.00004
*
```

Computed properties:
E: -449.169530 hartree
relative energy (zero: lowest compared OMol25 entry of this formula, charge and spin): 0.00 kJ/mol
E_HOMO: -5.82 eV
LUMO: 4.3 eV

---

Computed, not measured: the ion CHN2OS with charge -1, with ωB97M-V/def2-TZVPD.

ORCA input file:
```
! wB97M-V def2-TZVPD RIJCOSX def2/J DEFGRID3
* xyz -1 1
H -0.41714 -1.01942 -1.86636
N -0.50424 -0.16636 -1.39126
N 0.34809 -0.33567 -0.48388
C 0.32547 0.53512 0.86713
O 1.04926 1.39584 1.18360
S -0.80144 -0.40952 1.69077
*
```

Computed properties:
E: -621.638970 hartree
relative energy (zero: lowest compared OMol25 entry of this formula, charge and spin): 27.25 kJ/mol
E_HOMO: -3.35 eV
LUMO: 4.0 eV

---

Computed, not measured: the molecule CHN3O, with ωB97M-V/def2-TZVPD.

ORCA input file:
```
! wB97M-V def2-TZVPD RIJCOSX def2/J DEFGRID3
* xyz 0 1
H 1.53892 0.28255 1.06268
N 0.60575 0.01210 0.91657
N 0.21871 0.43067 -0.13793
O 0.70036 1.18275 -0.97530
C -1.13801 -0.55251 -0.43068
N -1.92573 -1.35555 -0.43534
*
```

Computed properties:
E: -278.032759 hartree
relative energy (zero: lowest compared OMol25 entry of this formula, charge and spin): 590.17 kJ/mol
E_HOMO: -11.87 eV
LUMO: -0.7 eV

---

Computed, not measured: the molecule CHN3O2S, with ωB97M-V/def2-TZVPD.

ORCA input file:
```
! wB97M-V def2-TZVPD RIJCOSX def2/J DEFGRID3
* xyz 0 1
O 0.00190 1.90658 0.17528
N -0.45864 0.71999 -0.31975
O -1.72880 0.38144 -0.11450
N -1.78924 -0.93031 0.19071
N -0.67002 -1.42294 0.13272
C 0.30379 -0.44956 -0.23509
S 1.97407 -0.35441 0.00430
H 0.83258 1.49653 0.82970
*
```

Computed properties:
E: -751.432360 hartree
relative energy (zero: lowest compared OMol25 entry of this formula, charge and spin): 536.29 kJ/mol
E_HOMO: -9.71 eV
LUMO: -1.5 eV

---

Computed, not measured: a structure of composition CHN3O2S, with ωB97M-V/def2-TZVPD.

ORCA input file:
```
! wB97M-V def2-TZVPD RIJCOSX def2/J DEFGRID3
* xyz 0 1
C -1.31288 -0.07328 -0.11805
N -0.40222 -1.15262 0.00234
N -0.86306 1.15827 -0.21750
N 0.31200 1.32643 0.10121
O 1.78603 -0.33685 1.37917
O 1.74637 -0.49985 -1.13615
S 1.06804 -0.22838 0.14076
H -2.33429 -0.19372 -0.15179
*
```

Computed properties:
E: -751.504270 hartree
relative energy (zero: lowest compared OMol25 entry of this formula, charge and spin): 347.49 kJ/mol
E_HOMO: -11.26 eV
LUMO: -3.0 eV

---

Computed, not measured: a cluster of 2 separate species, CHN3O3 in total, with ωB97M-V/def2-TZVPD.

ORCA input file:
```
! wB97M-V def2-TZVPD RIJCOSX def2/J DEFGRID3
* xyz 0 3
C -2.15150 -1.02982 0.05926
N -1.10890 -1.55522 -0.28705
N 1.12523 -0.22845 0.19665
N 1.16219 1.12445 0.14724
O -3.24538 -0.75626 0.24392
O 0.24413 1.77522 0.40070
O 2.28780 1.40804 -0.14801
H 1.68644 -0.73795 -0.61270
*
```

Computed properties:
<S²>: 2.0237
E: -428.410347 hartree
relative energy (zero: lowest compared OMol25 entry of this formula, charge and spin): 0.00 kJ/mol
E_HOMO (alpha / beta): -11.08 / -11.32 eV
LUMO (alpha / beta): 0.4 / -3.7 eV

---

Computed, not measured: a cluster of 2 separate species, CHN3O3S in total, with ωB97M-V/def2-TZVPD.

ORCA input file:
```
! wB97M-V def2-TZVPD RIJCOSX def2/J DEFGRID3
* xyz 0 1
C -0.56717 -1.75401 2.09246
N -1.49909 -1.71420 2.74940
N 0.13175 0.05983 0.10574
N 0.83492 -0.82751 0.46194
O -0.14447 0.11866 -2.47864
O -0.17039 2.26731 -1.13023
O 1.77153 -1.48064 0.24457
S 0.61512 0.80985 -1.48767
H -0.97221 2.52069 -0.55757
*
```

Computed properties:
E: -826.609665 hartree
relative energy (zero: lowest compared OMol25 entry of this formula, charge and spin): 804.71 kJ/mol
E_HOMO (alpha / beta): -11.23 / -10.29 eV
LUMO (alpha / beta): -3.0 / -3.3 eV

---

> relative energy (zero: lowest compared OMol25 entry of this formula, charge and spin) of number 10 (CHN3O2S)?

347.49 kJ/mol